Record 1
Density functional theory data (wB97M-V/def2-TZVPD) for a structure of composition C2HBrClFO.

The lowest unoccupied orbital energy (alpha / beta) is -0.076 / -0.076 Eh. Its energy is -89417.9906 eV. The calculation puts the molar mass at 175.38 g mol⁻¹. For the orbital gap (alpha / beta), the calculation gives 8.6 / 8.6 eV. The charge is 0.

The geometry in XYZ format:
```
7
Properties=species:S:1:pos:R:3:forces:R:3
C -0.768230 -0.427004 -0.418621 -0.993 -0.185 -0.301
C 0.353915 -0.001132 0.453313 2.031 2.798 -0.564
O -0.615296 -0.827852 -1.531957 0.048 -0.019 0.213
F 0.112698 0.208746 1.722356 -0.350 -0.174 -0.405
Cl 0.625423 2.128971 -0.427972 -0.635 -2.281 1.040
Br 2.037059 -0.724237 0.113320 -0.049 -0.246 0.118
H -1.745568 -0.357492 0.089561 -0.052 0.107 -0.101
```
Positions in Å, forces in eV/Å.

Record 2
Density functional theory data (wB97M-V/def2-TZVPD) for an isolated molecule of C2HBrF2O.

The lowest unoccupied orbital energy is 0.007 Eh. Its energy is -79614.0073 eV. The calculation puts the molar mass at 158.93 g mol⁻¹. For the orbital gap, the calculation gives 11.0 eV. The charge is 0. The SMILES is O=C(F)[C@@H](F)Br.

The geometry in XYZ format:
```
7
Properties=species:S:1:pos:R:3:forces:R:3
O 0.272924 -1.929495 0.744042 0.897 3.328 -1.113
C 0.552724 -0.812473 0.384474 -2.237 -0.134 -1.188
F 1.681373 -0.142528 0.673809 -0.274 -0.729 0.092
C -0.403199 0.408766 -0.515018 1.294 -2.311 2.291
F -1.342818 -0.130215 -1.325306 0.625 0.547 1.036
Br -0.997536 1.476713 1.037647 -0.562 -0.319 -0.543
H 0.236535 1.129234 -0.999650 0.258 -0.383 -0.575
```
Positions in Å, forces in eV/Å.

Record 3
Density functional theory data (wB97M-V/def2-TZVPD) for an isolated molecule of C2HBrF3N.

The lowest unoccupied orbital energy (alpha / beta) is -0.067 / -0.080 Eh. Its energy is -81768.7191 eV. The calculation puts the molar mass at 175.94 g mol⁻¹. For the orbital gap (alpha / beta), the calculation gives 8.2 / 7.1 eV. The charge is 0.

The geometry in XYZ format:
```
8
Properties=species:S:1:pos:R:3:forces:R:3
C 3.384213 -0.590645 -0.433277 -0.252 0.298 0.080
C -0.480927 1.489917 0.050002 -3.672 0.731 -1.203
N 0.103045 0.379361 0.496709 1.850 -0.860 1.091
F -0.728471 1.537165 -1.298747 0.673 0.007 -0.547
F 0.092064 2.666165 0.342149 0.687 -0.407 0.392
F -1.788108 1.577110 0.530381 0.531 0.116 0.402
Br 2.349422 0.707933 0.018518 0.314 -0.365 -0.091
H -0.191585 -0.485475 0.045205 -0.130 0.480 -0.125
```
Positions in Å, forces in eV/Å.

Record 4
Density functional theory data (wB97M-V/def2-TZVPD) for a structure of composition C2HBrF5O6PS.

The lowest unoccupied orbital energy is -0.069 Eh. Its energy is -118129.7705 eV. The calculation puts the molar mass at 358.96 g mol⁻¹. For the orbital gap, the calculation gives 9.9 eV. The charge is 0.

The geometry in XYZ format:
```
17
Properties=species:S:1:pos:R:3:forces:R:3
O 1.686299 0.069388 -2.322290 -0.106 -0.101 0.283
P 1.907014 0.049308 -0.890776 0.393 0.002 -0.998
O 1.604635 1.411004 -0.159555 0.255 -0.121 0.287
O 3.415648 -0.339549 -0.524443 -0.111 -0.192 0.492
Br 3.803308 -0.575150 1.258547 0.073 0.061 -0.227
O 1.093269 -1.121885 -0.073304 -0.515 0.777 -0.037
S -0.485917 -1.412587 -0.184875 -0.498 -1.098 0.086
O -0.955438 -1.316344 -1.517297 0.309 0.425 -0.038
O -0.694851 -2.600898 0.559730 0.354 0.164 0.143
C -1.312036 -0.058155 0.830294 -0.155 -0.195 0.163
F -0.425574 0.689693 1.488683 0.150 -0.017 -0.142
F -2.059928 -0.704642 1.730815 -0.007 0.096 -0.087
C -2.257534 0.850190 -0.011155 0.240 0.294 0.388
F -1.655218 1.317382 -1.090529 0.132 0.025 -0.151
F -2.598175 1.886767 0.758052 -0.070 0.086 0.099
F -3.353971 0.195028 -0.335570 -0.130 -0.247 -0.246
H 2.288470 1.660450 0.483672 -0.315 0.040 -0.015
```
Positions in Å, forces in eV/Å.

Record 5
Density functional theory data (wB97M-V/def2-TZVPD) for a cluster of 2 separate species, C2HBrN2O2 in total.

The lowest unoccupied orbital energy is -0.046 Eh. Its energy is -79202.5235 eV. The calculation puts the molar mass at 164.95 g mol⁻¹. For the orbital gap, the calculation gives 9.0 eV. The charge is 0.

The geometry in XYZ format:
```
8
Properties=species:S:1:pos:R:3:forces:R:3
C 0.496629 1.196733 1.205056 1.600 0.274 0.395
C 0.669300 0.302357 0.150650 0.029 -2.889 -0.308
N 0.543150 1.778163 2.187182 -0.436 0.845 0.872
N 1.113017 -1.496674 0.952500 -3.300 3.512 -0.974
O 0.207685 -1.883452 1.644612 1.359 -0.271 -0.051
O 1.991171 -1.962901 0.356725 1.447 -1.665 0.183
Br 1.993925 0.431805 -1.223774 -0.940 0.492 0.829
H -0.334939 -0.002573 -0.124799 0.241 -0.298 -0.947
```
Positions in Å, forces in eV/Å.

Record 6
Density functional theory data (wB97M-V/def2-TZVPD) for a cluster of 2 separate species, C2HBrN2O2 in total.

The lowest unoccupied orbital energy (alpha / beta) is -0.013 / -0.013 Eh. Its energy is -79204.8757 eV. The calculation puts the molar mass at 164.95 g mol⁻¹. For the orbital gap (alpha / beta), the calculation gives 8.5 / 8.5 eV. The charge is 0.

The geometry in XYZ format:
```
8
Properties=species:S:1:pos:R:3:forces:R:3
C -0.994428 1.353936 0.296965 -3.252 -0.388 0.070
C 0.106704 -2.347420 -0.099003 -2.598 -1.229 0.095
N 0.067048 1.594572 -0.094717 4.026 0.890 0.449
N 1.224359 2.040881 -0.272516 -2.663 0.940 -2.966
O 1.180979 -1.998988 -0.034858 2.915 1.174 0.050
O -0.980858 -2.744491 -0.128217 -0.290 -0.036 -0.145
Br -2.409890 0.278059 -0.123676 0.085 -0.109 0.140
H 1.806089 1.823451 0.456025 1.776 -1.240 2.307
```
Positions in Å, forces in eV/Å.

Record 7
Density functional theory data (wB97M-V/def2-TZVPD) for a cluster of 2 separate species, C2HCl2F in total.

The lowest unoccupied orbital energy is -0.024 Eh. Its energy is -29848.2989 eV. The calculation puts the molar mass at 114.93 g mol⁻¹. For the orbital gap, the calculation gives 9.2 eV. The charge is 0.

The geometry in XYZ format:
```
6
Properties=species:S:1:pos:R:3:forces:R:3
C 0.029430 -0.560409 -0.347411 1.430 -0.299 -4.741
C -0.070570 0.468744 0.460082 -0.127 0.120 0.555
F -0.303900 -1.808751 -0.126432 -0.019 0.321 0.302
Cl 0.407610 2.047486 0.014961 0.024 0.009 -0.101
Cl -0.689727 0.290224 2.075578 0.125 -0.069 -0.377
H 0.627157 -0.437292 -2.076777 -1.433 -0.083 4.362
```
Positions in Å, forces in eV/Å.

Record 8
Density functional theory data (wB97M-V/def2-TZVPD) for an isolated molecule of C2HCl2F.

The lowest unoccupied orbital energy is -0.001 Eh. Its energy is -29850.0268 eV. The calculation puts the molar mass at 114.93 g mol⁻¹. For the orbital gap, the calculation gives 9.4 eV. The charge is 0. The SMILES is FC=C(Cl)Cl.

The geometry in XYZ format:
```
6
Properties=species:S:1:pos:R:3:forces:R:3
F 2.032691 -0.017188 -0.090397 -3.101 -0.646 0.596
C 0.678692 -0.396826 0.064600 -1.686 4.011 -0.068
C -0.470460 0.507643 0.236667 3.510 -6.664 -1.908
Cl -0.805950 2.092718 -0.051813 0.182 0.868 0.290
Cl -1.834472 -0.728141 -0.058581 0.046 1.564 0.618
H 0.399498 -1.458207 -0.100476 1.049 0.866 0.472
```
Positions in Å, forces in eV/Å.

Record 9
Density functional theory data (wB97M-V/def2-TZVPD) for a structure of composition C2HCl2F3S.

The lowest unoccupied orbital energy (alpha / beta) is -0.027 / -0.091 Eh. Its energy is -46119.2650 eV. The calculation puts the molar mass at 185.00 g mol⁻¹. For the orbital gap (alpha / beta), the calculation gives 9.2 / 6.1 eV. The charge is 0.

The geometry in XYZ format:
```
9
Properties=species:S:1:pos:R:3:forces:R:3
C 1.816587 -0.468891 -0.063698 -0.393 -0.630 -2.296
C -1.425716 0.349402 0.087094 0.479 -1.854 1.042
F -0.900206 -0.634141 0.979252 -0.452 1.551 -0.587
F -2.578235 0.724600 0.621901 -0.902 -0.760 -0.613
F -0.694188 1.446004 0.192076 0.435 0.306 0.121
S -1.364360 -0.503580 -1.546676 -0.633 1.154 0.654
Cl 1.159626 0.504136 -1.305813 1.122 -0.531 0.109
Cl 2.167463 0.099483 1.435654 0.087 0.199 0.657
H 1.819026 -1.517017 -0.399794 0.256 0.566 0.912
```
Positions in Å, forces in eV/Å.

Record 10
Density functional theory data (wB97M-V/def2-TZVPD) for the ion C2HCl2N2 with charge +1.

The lowest unoccupied orbital energy is -0.239 Eh. Its energy is -30105.2778 eV. The calculation puts the molar mass at 123.95 g mol⁻¹. For the orbital gap, the calculation gives 9.4 eV. The charge is +1. The SMILES is N#[N+]C=C(Cl)Cl.

The geometry in XYZ format:
```
7
Properties=species:S:1:pos:R:3:forces:R:3
N 1.134767 -2.061564 -0.071750 0.043 -0.841 0.327
N 0.838714 -1.016501 0.068521 1.713 -2.543 -0.648
C 0.596728 0.258220 0.081790 -4.142 0.060 0.532
C -0.741429 0.530263 0.054335 -0.377 -0.619 -0.162
Cl -1.236285 2.084959 -0.010794 -0.489 1.054 -0.012
Cl -1.925944 -0.706763 -0.021548 0.526 0.603 0.232
H 1.333448 0.911384 -0.100551 2.725 2.286 -0.268
```
Positions in Å, forces in eV/Å.